C40H56N2O6P2Sb2Ti | ωB97M-V/def2-TZVPD

Summary:
E_tot: -4131.524219 a.u.
ΔE to the lowest compared entry with this formula, charge and spin: 0.00 kJ/mol
max |F|: 0.08161 Eh/bohr
E_LUMO (alpha / beta): 0.154 / 0.169 eV
HOMO-LUMO gap (alpha / beta): 6.21 / 8.10 eV

Geometry as ORCA input:
```
! wB97M-V def2-TZVPD RIJCOSX def2/J DEFGRID3
* xyz 0 3
Ti -0.05 0.32 -0.32
C 4.25 -1.32 0.55
Sb 2.09 -1.26 0.79
C 2.21 -0.92 2.91
C 1.86 -3.47 0.78
C 1.65 -4.06 2.13
C 2.77 -4.30 2.94
C 2.66 -4.82 4.21
C 1.40 -5.12 4.72
C 0.28 -4.91 3.93
C 0.37 -4.39 2.63
C -0.87 -4.23 1.83
Sb -1.39 -2.11 1.51
C -3.51 -2.48 1.27
C -1.55 -1.69 3.62
H 4.53 -1.79 -0.39
H 4.68 -1.90 1.38
H 4.66 -0.31 0.58
H 2.45 -1.86 3.42
H 1.26 -0.54 3.27
H 3.00 -0.20 3.10
H 2.81 -3.82 0.36
H 1.06 -3.69 0.08
H 3.75 -4.06 2.54
H 3.54 -5.00 4.81
H 1.29 -5.53 5.71
H -0.70 -5.16 4.31
H -1.72 -4.70 2.33
H -0.78 -4.67 0.84
H -3.85 -3.19 2.02
H -3.71 -2.89 0.28
H -4.05 -1.55 1.39
H -2.41 -2.24 4.03
H -1.70 -0.63 3.77
H -0.65 -2.02 4.13
O -0.89 2.03 3.23
C -0.13 1.74 2.33
O -0.22 0.69 1.57
C 1.09 2.59 1.99
P 1.14 2.64 0.14
C -0.36 3.65 -0.22
C -0.94 3.52 -1.49
C -2.07 4.23 -1.84
C -2.69 5.05 -0.90
C -2.14 5.18 0.36
C -0.97 4.50 0.70
C 2.45 3.90 -0.05
C 3.76 3.47 0.18
C 4.82 4.33 -0.01
C 4.59 5.63 -0.44
C 3.29 6.07 -0.67
C 2.22 5.20 -0.48
H 1.99 2.09 2.34
H 1.04 3.58 2.43
H -0.47 2.85 -2.19
H -2.49 4.12 -2.83
H -3.59 5.59 -1.17
H -2.61 5.83 1.09
H -0.55 4.65 1.69
H 3.93 2.45 0.50
H 5.83 4.00 0.18
H 5.42 6.30 -0.60
H 3.11 7.08 -1.00
H 1.21 5.54 -0.67
O -4.86 -1.61 -2.63
C -5.15 -0.54 -1.93
O -6.27 -0.07 -1.89
C -4.04 0.10 -1.16
C -4.19 1.19 -0.35
N -2.97 1.53 0.10
N -2.02 0.73 -0.38
C -2.66 -0.18 -1.14
C -1.81 -1.23 -1.72
O -2.27 -2.15 -2.40
O -0.56 -1.09 -1.43
H -3.90 -1.89 -2.56
H -5.08 1.73 -0.08
H -2.73 2.26 0.77
C 1.07 2.93 -4.51
C 1.99 1.86 -3.94
C 3.08 2.52 -3.09
P 1.12 0.50 -2.97
C 2.57 -0.71 -2.87
C 2.10 -2.16 -2.74
C 3.68 -0.64 -3.93
C -0.02 -0.26 -4.25
C 0.54 -0.42 -5.66
C -1.37 0.47 -4.28
H 1.65 3.60 -5.15
H 0.62 3.54 -3.72
H 0.27 2.52 -5.12
H 2.46 1.34 -4.78
H 2.64 3.29 -2.46
H 3.82 3.00 -3.73
H 3.59 1.81 -2.44
H 3.04 -0.42 -1.92
H 1.85 -2.58 -3.71
H 1.23 -2.26 -2.10
H 2.91 -2.78 -2.32
H 3.30 -0.84 -4.93
H 4.42 -1.41 -3.70
H 4.19 0.32 -3.94
H -0.20 -1.26 -3.85
H 0.80 0.53 -6.12
H -0.22 -0.90 -6.28
H 1.42 -1.06 -5.67
H -1.37 1.28 -5.02
H -1.63 0.90 -3.31
H -2.16 -0.23 -4.55
*
```